ORCA calculation (ωB97M-V/def2-TZVPD) on a structure of composition C25H17N6O3Pt.

Summary:
⟨S²⟩ = 6.032
HOMO energy (alpha / beta) = -16.46 / -16.45 eV
total energy = -44499.7552 eV
gap between HOMO and LUMO (alpha / beta) = 0.240 / 0.125 Ha

ORCA input file:
```
! RIJCOSX wB97M-V def2-TZVPD def2/J DEFGRID3
* xyz 3 5
Pt -0.088 -0.582 -1.903
C -4.374 -1.453 -2.044
C -3.049 -1.292 -2.445
N -2.088 -1.221 -1.524
C -2.406 -1.322 -0.211
C -3.737 -1.461 0.141
N -4.709 -1.515 -0.766
C -1.260 -1.360 0.725
C -1.297 -1.629 2.071
C -0.097 -1.772 2.800
C 1.110 -1.687 2.075
C 1.090 -1.416 0.728
N -0.080 -1.222 0.107
C 2.240 -1.417 -0.202
C 3.566 -1.597 0.155
N 4.539 -1.661 -0.749
C 4.211 -1.573 -2.026
C 2.892 -1.375 -2.431
N 1.933 -1.298 -1.513
C -0.105 -2.044 4.245
C 1.079 -2.282 4.947
C 1.015 -2.531 6.309
N -0.122 -2.556 7.000
C -1.251 -2.330 6.333
C -1.297 -2.072 4.972
H -5.166 -1.525 -2.779
H -2.769 -1.228 -3.488
H -4.036 -1.534 1.179
H -2.250 -1.771 2.556
H 2.056 -1.858 2.565
H 3.858 -1.695 1.193
H 5.004 -1.648 -2.760
H 2.617 -1.286 -3.473
H 2.050 -2.289 4.475
H 1.922 -2.721 6.871
H -2.164 -2.355 6.914
H -2.263 -1.895 4.523
O -1.956 3.952 -2.328
C -0.778 4.299 -2.729
C -0.620 5.678 -3.099
C 0.595 6.132 -3.533
C 1.677 5.246 -3.610
C 1.533 3.874 -3.242
C 0.334 3.388 -2.805
C 0.181 1.963 -2.449
O -0.945 1.499 -2.064
O 1.141 1.147 -2.523
H -1.991 3.001 -2.080
H -1.489 6.319 -3.018
H 0.723 7.168 -3.816
H 2.640 5.598 -3.956
H 2.384 3.210 -3.316
*
```